[1]
Molecular formula: C5H7Cl
Method: DFT, the ωB97M-V functional and the def2-TZVPD basis

Geometry as XYZ:
```
13
C5H7Cl | OMol25 | the ωB97M-V functional and the def2-TZVPD basis
C -0.8589 -1.4054 0.3897
C -1.2148 -0.2580 -0.5780
C -0.5447 0.9434 -0.5689
C 0.6664 1.2511 0.1064
C 1.8343 0.6592 0.2132
Cl 2.1389 -0.8211 -0.4917
H -1.7996 -1.4144 1.1062
H 0.0451 -1.1540 1.0593
H -0.6339 -2.3537 -0.1627
H -2.0228 -0.4191 -1.3598
H -0.9620 1.7402 -1.2687
H 0.5611 2.2852 0.7585
H 2.7910 0.9467 0.7964
```

Computed properties:
- Multiplicity: 1
- Energy relative to the best compared isomer or geometry (same formula, charge and spin): 40.6 kcal/mol
- Molecular weight: 102.56 g mol⁻¹
- Lowest unoccupied orbital energy: 0.938 eV
- Gap between HOMO and LUMO: 9.8 eV

Results of the Löwdin charge analysis, in e, for atoms 1 through 2: C -0.152; C -0.161

=====

[2]
Molecular formula: C29H30N8O4PtS
Method: DFT, the ωB97M-V functional and the def2-TZVPD basis

Geometry as XYZ:
```
73
C29H30N8O4PtS | OMol25 | the ωB97M-V functional and the def2-TZVPD basis
Pt 0.0348 1.9332 -0.5245
N 5.6389 -1.1904 2.9998
C 4.3432 -0.7058 2.9185
C 3.3109 -1.5172 2.4432
C 2.0113 -1.0459 2.4131
C 1.7311 0.2393 2.8551
C 2.7470 1.0561 3.3372
C 4.0436 0.5863 3.3675
S 0.0913 0.8575 2.7693
O -0.7432 -0.2240 2.3230
O -0.2268 1.5563 3.9751
N 0.1533 1.9292 1.5303
C 0.2173 3.2765 1.6356
N -0.0431 3.7632 0.3791
C -0.0722 5.0687 0.1866
C 0.1659 5.9280 1.2454
C 0.4800 5.3438 2.4651
N 0.5260 4.0317 2.6765
H 5.8554 -1.9803 2.4157
H 6.3725 -0.5030 3.0334
H 3.5199 -2.5249 2.1042
H 1.2100 -1.6798 2.0566
H 2.5106 2.0528 3.6908
H 4.8387 1.2137 3.7525
H -0.2924 5.4151 -0.8156
H 0.1301 6.9987 1.1205
H 0.7224 5.9643 3.3210
O -2.6152 1.1774 -1.6604
C -2.5202 0.5675 -2.7577
C -3.5286 -0.3651 -3.1993
C -3.4084 -1.1103 -4.3382
C -2.2877 -0.9820 -5.1805
C -1.3432 -0.0420 -4.8532
C -1.4366 0.7472 -3.6909
C -0.5021 1.8447 -3.5574
N 0.0751 2.4139 -2.4928
C 0.8658 3.4561 -2.9457
C 0.7907 3.5211 -4.2924
N -0.0636 2.5100 -4.6582
H -4.4024 -0.4542 -2.5649
H -4.1929 -1.8122 -4.5997
H -2.1793 -1.5952 -6.0640
H -0.4764 0.0743 -5.4989
H 1.4505 4.0495 -2.2656
H 1.2531 4.1801 -5.0038
H -0.4219 2.3326 -5.5798
C -3.2844 -1.6273 1.3101
C -2.6480 -2.6394 0.3693
N -1.5261 -3.3549 0.9700
C -1.8224 -4.2504 2.0886
C -1.3359 -3.6919 3.4182
C -0.2572 -3.3419 0.5241
O 0.6081 -4.0955 0.9607
C 0.1891 -2.3000 -0.4707
C 1.1959 -2.6245 -1.3659
C 1.7936 -1.6164 -2.1034
C 1.4107 -0.3100 -1.8824
N 0.4351 0.0015 -1.0213
C -0.1882 -0.9732 -0.3518
H -4.0432 -1.0542 0.7775
H -2.5455 -0.9238 1.6949
H -3.7598 -2.1213 2.1595
H -2.3148 -2.1564 -0.5431
H -3.3868 -3.3867 0.0608
H -1.3521 -5.2143 1.8928
H -2.9029 -4.3963 2.1009
H -0.2545 -3.5625 3.3965
H -1.5797 -4.3810 4.2283
H -1.7935 -2.7259 3.6306
H 1.5249 -3.6524 -1.4408
H 2.5788 -1.8281 -2.8148
H 1.8789 0.5186 -2.3942
H -0.9535 -0.6481 0.3339
```

Computed properties:
- Multiplicity: 1
- Energy relative to the best compared isomer or geometry (same formula, charge and spin): 13.3 kcal/mol
- Molecular weight: 781.76 g mol⁻¹
- Lowest unoccupied orbital energy: 0.035 eV
- Gap between HOMO and LUMO: 6.6 eV

Results of the Löwdin charge analysis, in e, for atoms 1 through 2: Pt 1.206; N 0.100

=====

[3]
Molecular formula: C2H9NS
Method: DFT, the ωB97M-V functional and the def2-TZVPD basis

Geometry as XYZ:
```
13
C2H9NS | OMol25 | the ωB97M-V functional and the def2-TZVPD basis
N 2.1668 -0.4486 -2.1980
H 2.7752 -0.2510 -1.4053
H -5.6018 -0.9093 -3.1529
H 1.6434 -1.2640 -1.9018
H 1.5241 0.3342 -2.2925
C -1.1707 1.0720 0.1364
C -1.2662 0.1470 1.2248
S 0.4661 -0.2000 1.0666
H -4.9272 -0.5954 -3.1476
H -1.4251 0.7156 -0.8522
H -0.7225 2.0520 0.2839
H -1.7901 -0.7720 0.9807
H -1.6376 0.4946 2.1917
```

Computed properties:
- Multiplicity: 2
- Energy relative to the best compared isomer or geometry (same formula, charge and spin): 73.3 kcal/mol
- ⟨S²⟩: 0.761
- Molecular weight: 79.17 g mol⁻¹
- Lowest unoccupied orbital energy (spin up / spin down): -6.787 / -8.651 eV
- Gap between HOMO and LUMO (spin up / spin down): 7.0 / 4.9 eV
- Net charge: +1

Results of the Löwdin charge analysis, in e, for atoms 1 through 2: N 0.030; H 0.008

=====

[4]
Molecular formula: H28KrO14
Method: DFT, the ωB97M-V functional and the def2-TZVPD basis

Geometry as XYZ:
```
43
H28KrO14 | OMol25 | the ωB97M-V functional and the def2-TZVPD basis
Kr -18.5523 4.1647 18.1120
O -20.6414 2.0099 19.4415
H -20.4288 1.2413 18.9121
H -20.8227 2.6989 18.8022
O -19.6803 5.1598 14.9495
H -19.4848 5.8560 14.3223
H -19.8894 5.6205 15.7620
O -16.5412 1.0083 18.0814
H -15.9900 0.3702 18.5343
H -17.3870 0.5703 17.9865
O -15.6314 2.2721 20.9688
H -15.6894 2.2583 21.9242
H -15.7127 3.1972 20.7368
O -16.8555 6.6570 16.2168
H -17.3670 6.1730 16.8651
H -17.5028 6.9679 15.5839
O -18.2154 2.8119 14.9346
H -17.8435 2.5888 14.0813
H -18.6939 3.6268 14.7822
O -22.3733 3.0068 17.2545
H -23.3186 2.8708 17.1901
H -22.2793 3.7796 17.8114
O -20.8264 1.5045 15.6434
H -20.0455 2.0424 15.5123
H -21.3747 2.0181 16.2366
O -19.1280 0.2920 17.8334
H -19.6097 0.3485 17.0082
H -19.2581 -0.6100 18.1261
O -15.6458 4.9908 20.6708
H -15.0234 5.6333 20.3303
H -16.4807 5.4580 20.7012
O -15.8593 3.1550 16.4846
H -16.1441 2.5522 17.1714
H -16.6137 3.2265 15.8999
O -19.0691 3.3076 21.6301
H -19.5071 3.0364 20.8234
H -18.9858 2.5020 22.1404
O -13.9873 4.7975 17.7589
H -14.7807 4.2930 17.5790
H -13.7117 5.1247 16.9026
O -20.8135 6.4571 17.1180
H -21.7496 6.6516 17.0710
H -20.3852 7.2916 16.9273
```

Computed properties:
- Multiplicity: 1
- Energy relative to the best compared isomer or geometry (same formula, charge and spin): 26.2 kcal/mol
- Molecular weight: 336.01 g mol⁻¹
- Lowest unoccupied orbital energy: -0.562 eV
- Gap between HOMO and LUMO: 9.3 eV

Results of the Löwdin charge analysis, in e, for atoms 1 through 2: Kr 0.445; O -0.083

=====

[5]
Molecular formula: C4H11NO3
Method: DFT, the ωB97M-V functional and the def2-TZVPD basis

Geometry as XYZ:
```
19
C4H11NO3 | OMol25 | the ωB97M-V functional and the def2-TZVPD basis
C 1.2379 0.2747 -1.7169
C 1.0246 -0.4543 -0.1910
O 1.9327 -0.0762 0.7562
C -0.3420 0.0844 -0.0136
C -1.4637 -0.3635 -0.9228
O -0.3737 1.4401 0.2145
N -0.6639 -0.7501 1.5859
O -0.7244 0.3986 2.5340
H 0.8484 1.2787 -1.8561
H 0.8650 -0.3915 -2.4876
H 2.3214 0.3365 -1.7622
H 1.0470 -1.5288 -0.3648
H 1.5524 0.6351 1.3200
H -2.3865 -0.3071 -0.3457
H -1.3050 -1.3761 -1.2841
H -1.5776 0.3241 -1.7569
H -0.7215 1.5970 1.1201
H 0.1271 -1.2539 1.9974
H -1.3982 0.1324 3.1735
```

Computed properties:
- Multiplicity: 1
- Energy relative to the best compared isomer or geometry (same formula, charge and spin): 104.4 kcal/mol
- Molecular weight: 121.14 g mol⁻¹
- Lowest unoccupied orbital energy: 0.735 eV
- Gap between HOMO and LUMO: 9.8 eV

Results of the Löwdin charge analysis, in e, for atoms 1 through 2: C -0.002; C -0.367

=====

[6]
Molecular formula: C16H14CrFNO5SbSe4
Method: DFT, the ωB97M-V functional and the def2-TZVPD basis

Geometry as XYZ:
```
43
C16H14CrFNO5SbSe4 | OMol25 | the ωB97M-V functional and the def2-TZVPD basis
Cr 2.9733 -1.3588 0.4580
C -4.2367 -1.1239 -1.5763
C -3.6670 0.2271 -1.2582
C -4.6610 1.0500 -0.4354
C -4.1609 2.4768 -0.4726
C -2.6780 2.5402 -0.1191
C -2.0366 3.6332 0.3059
C -0.6919 3.5939 0.6965
F -0.1573 4.7954 1.0178
C 0.0668 2.5063 0.8006
C -0.5309 1.3274 0.3265
C 0.2884 0.0465 0.2564
O 1.5410 0.1482 0.4689
C -0.3619 -1.1053 -0.1823
C -1.6256 -1.0094 -0.6384
N -2.3134 0.1463 -0.6970
C -1.8290 1.3564 -0.1652
C 0.3311 -2.4584 -0.4103
O -0.4220 -3.4538 -0.5722
O 1.6270 -2.5123 -0.4374
H -5.3031 -1.0131 -1.8177
H -4.2825 -1.8834 -0.7867
H -3.7964 -1.5741 -2.5089
H -3.6221 0.7327 -2.2780
H -4.7319 0.6908 0.5823
H -5.7015 1.0420 -0.8506
H -4.8116 3.1104 0.1311
H -4.2534 2.8137 -1.5094
H -2.5277 4.5988 0.2408
H 1.0836 2.5677 1.2328
H -2.2048 -1.8697 -1.0739
Se 6.9065 1.9781 1.6250
Sb 4.6139 1.1605 1.1711
Se 4.5347 0.0753 -0.8800
Se 3.7184 -0.5517 2.7247
Se 3.6897 3.5347 1.8424
C 6.2923 -4.0079 0.6224
O 5.4639 -3.0357 0.0143
C 4.1880 -2.9409 0.5174
O 3.7479 -3.6604 1.4079
H 6.9318 -4.2915 -0.1862
H 5.7235 -4.8256 1.0759
H 6.8854 -3.4765 1.3372
```

Computed properties:
- Multiplicity: 4
- ⟨S²⟩: 3.867
- Molecular weight: 808.88 g mol⁻¹
- Lowest unoccupied orbital energy (spin up / spin down): 3.400 / 3.399 eV
- Gap between HOMO and LUMO (spin up / spin down): 3.6 / 3.6 eV
- Net charge: -2

Results of the Löwdin charge analysis, in e, for atoms 1 through 2: Cr 0.217; C -0.090

=====

[7]
Molecular formula: CHNO2S
Method: DFT, the ωB97M-V functional and the def2-TZVPD basis

Geometry as XYZ:
```
6
CHNO2S | OMol25 | the ωB97M-V functional and the def2-TZVPD basis
O -2.0402 -1.5555 0.2189
C -1.6957 -0.5386 -0.1574
O -1.3685 0.4723 -0.5617
N 1.6696 0.0461 0.1283
S 0.7722 1.3416 0.3732
H 2.6627 0.2342 -0.0013
```

Computed properties:
- Multiplicity: 1
- Energy relative to the best compared isomer or geometry (same formula, charge and spin): 10.1 kcal/mol
- Molecular weight: 91.09 g mol⁻¹
- Lowest unoccupied orbital energy (spin up / spin down): -1.123 / -1.249 eV
- Gap between HOMO and LUMO (spin up / spin down): 7.5 / 7.3 eV

Results of the Löwdin charge analysis, in e, for atoms 1 through 2: O 0.232; C -0.484

=====

[8]
Molecular formula: C5H11NSi
Method: DFT, the ωB97M-V functional and the def2-TZVPD basis

Geometry as XYZ:
```
18
C5H11NSi | OMol25 | the ωB97M-V functional and the def2-TZVPD basis
N 3.5198 1.1855 -0.2211
C 2.4957 1.1992 0.5237
Si 1.3773 1.6564 1.7615
H 4.3728 1.8739 -0.0797
H 0.2585 2.4259 1.3316
H 1.2058 0.6368 2.7624
C -1.5748 0.7079 -1.0704
C -0.7640 -0.2529 -0.6133
C 0.1346 -1.0415 -1.5122
C -1.0038 -0.7426 0.7394
H -1.7049 1.1497 -2.1198
H -2.2773 0.9660 -0.2821
H 1.2066 -0.8188 -1.1288
H 0.0955 -0.7991 -2.5850
H 0.0336 -2.1740 -1.4738
H -0.3953 -1.5836 0.9531
H -0.9393 0.0770 1.5367
H -2.0716 -0.8674 0.8259
```

Computed properties:
- Multiplicity: 1
- Energy relative to the best compared isomer or geometry (same formula, charge and spin): 121.5 kcal/mol
- Molecular weight: 113.24 g mol⁻¹
- Lowest unoccupied orbital energy: 0.141 eV
- Gap between HOMO and LUMO: 7.9 eV

Results of the Löwdin charge analysis, in e, for atoms 1 through 2: N 0.002; C -0.448